Record 1
C25H48FN4O7S | ωB97M-V with the def2-TZVPD basis set

Summary:
charge = +1

The geometry in XYZ format:
```
86
C25H48FN4O7S, DFT ωB97M-V with the def2-TZVPD basis set
C -0.162 -4.936 4.207
C -0.428 -3.425 4.052
C 0.265 -2.829 2.810
C 1.749 -2.609 3.106
C 2.619 -2.318 1.886
N 1.914 -1.577 0.820
C 1.268 -0.453 0.913
N 0.564 0.042 -0.139
O 1.233 0.255 -1.338
C 1.011 -0.810 -2.306
C 0.888 -0.248 -3.721
C -0.415 -0.716 -4.380
C -0.476 0.988 0.343
C -0.680 2.261 -0.461
C -1.280 2.113 -1.879
O -0.346 2.481 -2.887
C -1.769 0.150 0.490
O -2.387 0.422 1.715
C -3.529 -0.377 1.944
C -4.803 0.216 1.366
O -4.940 1.537 1.822
C -5.378 2.484 0.874
C -4.252 3.388 0.420
O -3.689 4.022 1.537
C -2.890 5.151 1.240
C -1.517 5.032 1.893
C 0.189 1.399 1.692
F -0.619 1.777 2.693
N 1.139 0.303 2.074
S 2.595 0.998 2.677
C 3.507 1.507 1.233
O 2.215 2.148 3.432
O 3.368 -0.009 3.333
H 0.674 -5.099 4.885
H -1.034 -5.475 4.557
H 0.166 -5.338 3.247
H -0.004 -2.901 4.910
H -1.493 -3.211 4.031
H -0.227 -1.875 2.613
H 0.108 -3.495 1.960
H 1.853 -1.860 3.885
H 2.133 -3.540 3.526
H 2.912 -3.266 1.440
H 3.542 -1.801 2.129
H 1.929 -1.985 -0.102
H 0.118 -1.366 -2.027
H 1.875 -1.479 -2.259
H 0.985 0.831 -3.735
H 1.703 -0.663 -4.316
H -0.615 -1.759 -4.139
H -0.354 -0.657 -5.464
H -1.260 -0.107 -4.061
H -1.370 2.850 0.147
H 0.234 2.841 -0.563
H -1.566 1.090 -2.099
H -2.141 2.775 -1.961
H -0.272 3.435 -2.920
H -2.453 0.338 -0.343
H -1.504 -0.912 0.438
H -3.656 -0.482 3.019
H -3.392 -1.387 1.538
H -4.810 0.144 0.275
H -5.636 -0.383 1.747
H -6.140 3.110 1.341
H -5.839 2.014 0.003
H -3.510 2.787 -0.126
H -4.682 4.140 -0.250
H -2.762 5.247 0.158
H -3.376 6.065 1.582
H -1.110 6.024 2.081
H -0.825 4.488 1.253
H -1.600 4.528 2.853
H 0.805 2.272 1.451
H 4.025 0.626 0.864
H 4.246 2.205 1.616
H 2.867 1.954 0.478
N 4.180 -3.596 -4.731
C 4.349 -2.241 -4.596
C 4.943 -1.776 -5.738
C 5.138 -2.891 -6.597
C 4.659 -3.996 -5.949
H 3.773 -4.203 -4.047
H 4.037 -1.727 -3.703
H 5.209 -0.752 -5.937
H 5.582 -2.880 -7.577
H 4.618 -5.029 -6.249
```

List of Mulliken charges in e, atom by atom: number 1, C, carries -1.141; number 2, C, carries -0.723; number 3, C, carries 0.414; number 4, C, carries -0.508; number 5, C, carries -1.296; number 6, N, carries 0.398; number 7, C, carries -1.596; number 8, N, carries 0.998; number 9, O, carries -0.377; number 10, C, carries -0.061; number 11, C, carries -0.191; number 12, C, carries -1.339; number 13, C, carries 0.692; number 14, C, carries 0.263; number 15, C, carries -0.585; number 16, O, carries -0.488; number 17, C, carries -1.218; number 18, O, carries -0.196; number 19, C, carries -0.773; number 20, C, carries -0.603; number 21, O, carries -0.328; number 22, C, carries -1.023; number 23, C, carries 0.321; number 24, O, carries -0.376; number 25, C, carries -0.415; number 26, C, carries -0.882; number 27, C, carries -0.569; number 28, F, carries -0.311; number 29, N, carries 0.734; number 30, S, carries 1.164; number 31, C, carries -0.827; number 32, O, carries -0.609; number 33, O, carries -0.614; number 34, H, carries 0.312; number 35, H, carries 0.379; number 36, H, carries 0.276; number 37, H, carries 0.401; number 38, H, carries 0.328; number 39, H, carries -0.275; number 40, H, carries 0.230; number 41, H, carries 0.295; number 42, H, carries 0.578; number 43, H, carries 0.613; number 44, H, carries 0.293; number 45, H, carries 0.231; number 46, H, carries 0.308; number 47, H, carries -0.035; number 48, H, carries 0.276; number 49, H, carries 0.294; number 50, H, carries 0.375; number 51, H, carries 0.400; number 52, H, carries 0.256; number 53, H, carries -0.815; number 54, H, carries 0.798; number 55, H, carries 0.125; number 56, H, carries 0.385; number 57, H, carries 0.341; number 58, H, carries 0.398; number 59, H, carries 0.491; number 60, H, carries 0.481; number 61, H, carries 0.415; number 62, H, carries 0.374; number 63, H, carries 0.363; number 64, H, carries 0.395; number 65, H, carries 0.411; number 66, H, carries -0.359; number 67, H, carries 0.596; number 68, H, carries 0.274; number 69, H, carries 0.441; number 70, H, carries 0.481; number 71, H, carries 0.064; number 72, H, carries 0.243; number 73, H, carries 0.655; number 74, H, carries 0.281; number 75, H, carries 0.506; number 76, H, carries 0.200; number 77, N, carries 0.010; number 78, C, carries -0.533; number 79, C, carries -0.457; number 80, C, carries -0.405; number 81, C, carries -0.486; number 82, H, carries 0.194; number 83, H, carries 0.483; number 84, H, carries 0.399; number 85, H, carries 0.397; number 86, H, carries 0.385

Record 2
C25H48N8O5 | ωB97M-V with the def2-TZVPD basis set

Summary:
relative energy (zero: lowest compared OMol25 entry of this formula, charge and spin) = 720.86 kcal/mol
charge = 0

The geometry in XYZ format:
```
86
C25H48N8O5, DFT ωB97M-V with the def2-TZVPD basis set
C -2.316 2.147 -1.924
O -1.334 1.598 -1.314
N -3.452 2.689 -1.355
C -4.557 3.289 -2.123
C -3.644 2.838 0.084
H -2.456 2.216 -3.014
H -4.511 2.950 -3.158
H -4.540 4.376 -2.055
H -5.548 2.980 -1.789
H -4.033 3.836 0.287
H -4.398 2.074 0.274
H -2.784 2.661 0.729
C 3.649 1.087 -3.478
O 3.147 1.848 -4.317
N 3.114 0.865 -2.266
C 3.515 -0.288 -1.419
C 1.871 1.571 -1.751
H 4.577 0.520 -3.652
H 4.113 -1.055 -1.912
H 2.643 -0.810 -1.023
H 4.100 0.180 -0.627
H 1.193 0.834 -1.323
H 2.181 2.138 -0.873
H 1.391 2.304 -2.399
C 3.828 -2.493 0.922
O 4.777 -3.183 0.521
N 2.535 -2.797 0.700
C 1.601 -1.816 1.253
C 2.058 -4.119 0.205
H 4.002 -1.585 1.520
H 1.145 -2.111 2.198
H 0.845 -1.709 0.475
H 2.132 -0.875 1.396
H 1.516 -3.924 -0.721
H 2.903 -4.760 -0.046
H 1.397 -4.595 0.929
C 3.331 2.363 0.643
C 3.068 0.906 0.919
O 4.000 0.138 0.860
C 1.768 0.422 1.520
H 3.567 2.762 1.629
H 2.433 2.782 0.188
H 4.209 2.602 0.044
H 1.305 1.293 1.984
H 1.939 -0.236 2.372
H 1.097 -0.034 0.792
C 0.309 -2.825 -2.090
C -0.907 -3.252 -1.369
O -0.827 -3.931 -0.332
C -2.272 -2.819 -1.985
H 1.144 -3.497 -1.888
H 0.459 -1.779 -1.825
H 0.165 -2.958 -3.162
H -3.044 -3.003 -1.238
H -2.447 -3.272 -2.961
H -2.132 -1.770 -2.245
C -1.163 -0.126 0.321
C 0.065 -0.492 -0.498
N 1.014 -0.787 -1.126
H -1.604 -1.063 0.664
H -1.870 0.307 -0.386
H -1.007 0.593 1.125
C -2.407 0.070 2.752
C -1.582 1.294 2.478
N -0.929 2.215 2.263
H -1.801 -0.823 2.598
H -3.215 -0.117 2.045
H -2.814 0.135 3.761
C -3.423 -2.134 0.736
C -3.916 -0.995 0.017
N -4.289 -0.066 -0.605
H -4.183 -2.600 1.363
H -2.494 -1.895 1.253
H -3.225 -2.912 -0.001
C -0.223 2.533 0.029
C 0.863 3.520 -0.153
N 1.733 4.240 -0.352
H -0.743 2.215 -0.875
H -1.026 3.074 0.528
H 0.044 1.627 0.574
C 0.050 0.186 3.832
C 0.122 -0.646 2.633
N 0.182 -1.295 1.697
H 0.304 1.209 3.556
H 0.647 -0.168 4.673
H -0.937 0.123 4.289
```

List of Mulliken charges in e, atom by atom: number 1, C, carries -0.188; number 2, O, carries -0.361; number 3, N, carries 0.296; number 4, C, carries -0.950; number 5, C, carries -1.102; number 6, H, carries 0.358; number 7, H, carries 0.327; number 8, H, carries 0.348; number 9, H, carries 0.333; number 10, H, carries 0.525; number 11, H, carries 0.425; number 12, H, carries 0.117; number 13, C, carries 0.039; number 14, O, carries -0.635; number 15, N, carries 0.470; number 16, C, carries -1.543; number 17, C, carries -0.516; number 18, H, carries 0.350; number 19, H, carries 0.660; number 20, H, carries 0.329; number 21, H, carries 0.491; number 22, H, carries -0.070; number 23, H, carries -1.493; number 24, H, carries 0.398; number 25, C, carries 0.126; number 26, O, carries -0.729; number 27, N, carries 0.358; number 28, C, carries -0.519; number 29, C, carries -0.711; number 30, H, carries 0.621; number 31, H, carries 0.801; number 32, H, carries -0.530; number 33, H, carries -1.188; number 34, H, carries -0.034; number 35, H, carries 0.421; number 36, H, carries 0.258; number 37, C, carries 0.010; number 38, C, carries -0.499; number 39, O, carries -0.561; number 40, C, carries -0.793; number 41, H, carries 0.469; number 42, H, carries 0.221; number 43, H, carries 0.265; number 44, H, carries 1.231; number 45, H, carries 0.775; number 46, H, carries 1.330; number 47, C, carries -1.156; number 48, C, carries 1.219; number 49, O, carries -0.621; number 50, C, carries -1.297; number 51, H, carries 0.263; number 52, H, carries -0.045; number 53, H, carries 0.538; number 54, H, carries 0.177; number 55, H, carries 0.490; number 56, H, carries 0.237; number 57, C, carries 1.898; number 58, C, carries 0.690; number 59, N, carries -0.237; number 60, H, carries -1.467; number 61, H, carries -0.008; number 62, H, carries -0.435; number 63, C, carries -1.541; number 64, C, carries 0.525; number 65, N, carries -0.581; number 66, H, carries 0.570; number 67, H, carries 0.278; number 68, H, carries 0.453; number 69, C, carries -0.789; number 70, C, carries 0.747; number 71, N, carries -0.555; number 72, H, carries 0.432; number 73, H, carries 0.473; number 74, H, carries 0.451; number 75, C, carries 0.369; number 76, C, carries -1.334; number 77, N, carries -0.667; number 78, H, carries -0.660; number 79, H, carries 1.295; number 80, H, carries -0.429; number 81, C, carries -1.937; number 82, C, carries 1.906; number 83, N, carries -0.491; number 84, H, carries 0.583; number 85, H, carries 0.358; number 86, H, carries 0.370

Number 1: energy -2224.72848 a.u., HOMO level -0.3803 hartree, LUMO -3.69 eV. Number 2: energy -1794.37394 a.u., HOMO level -0.2791 hartree, LUMO -0.15 eV.